Entry from OMol25: a 5-piece molecular cluster, H10O4S2 overall at a distorted geometry (ωB97M-V with the def2-TZVPD basis set).

Each line ends with the Löwdin charge.
Cartesian coordinates (Å):
S  -0.9432  -1.9180  -2.2599  0.241
S  -2.2043  -1.1592  -0.7463  0.250
H  -1.2570  -3.2156  -2.1050  -0.208
H  -2.5886  -0.1957  -1.5996  -0.206
H  3.2055  1.7053  -0.6135  0.027
H  3.6341  2.8785  0.3239  0.014
O  3.9352  2.0861  -0.1150  -0.050
H  1.7389  2.6178  1.5222  0.016
H  1.7946  2.4220  3.0271  0.053
O  1.2349  2.7688  2.3271  -0.041
H  -1.3598  0.1431  3.1433  0.045
H  -0.5353  1.4247  2.8097  0.023
O  -0.6662  0.4974  2.5809  -0.062
H  0.9668  0.0856  1.3421  0.005
H  0.5200  -0.2339  -0.0734  -0.049
O  1.2681  0.0259  0.4259  -0.056

Cartesian forces (eV/Å) of the 6 atoms listed first:
0.0 -0.2 0.4
0.5 0.1 -0.7
-0.1 0.1 0.0
-0.3 0.0 0.3
-0.2 0.1 0.2
-0.2 0.3 -0.1

Output
* E_HOMO: -9.083 eV
* LUMO level: 0.003 Ha
* structure (SMILES): SS.O.O.O.O
* orbital gap: 0.33663 Eh

Entry from OMol25: a 5-piece molecular cluster, H10O5 overall (ωB97M-V with the def2-TZVPD basis set).

Each line ends with the Löwdin charge.
Cartesian coordinates (Å):
H  0.7946  -1.5843  -0.0075  0.023
H  1.3697  -0.4697  -0.8660  0.039
H  0.0657  3.0330  1.4992  0.023
H  -0.6816  2.4878  0.2933  0.034
H  -2.1631  -1.4712  -3.5513  0.033
H  -0.8092  -1.1103  -4.1402  0.032
H  3.1116  0.9029  1.6927  0.037
H  2.7586  2.3762  1.5718  0.030
H  -2.0684  -1.7412  0.6985  0.034
H  -0.9547  -2.3599  1.5274  0.023
O  1.1620  -0.6949  0.0479  -0.058
O  -0.5482  2.3381  1.2360  -0.062
O  -1.5276  -0.7488  -3.6090  -0.064
O  2.6359  1.5269  1.1330  -0.066
O  -1.9000  -2.4292  1.3523  -0.058

Cartesian forces (eV/Å) of the 6 atoms listed first:
0.1 0.1 -0.1
0.0 0.1 0.1
-0.1 -0.2 0.0
0.0 -0.1 0.1
0.0 0.1 0.0
-0.1 0.1 0.0

Output
* E_HOMO: -10.956 eV
* LUMO level: 0.016 Ha
* structure (SMILES): O.O.O.O.O
* orbital gap: 0.41912 Eh

Entry from OMol25: a 5-piece molecular cluster, H10O5 overall (ωB97M-V with the def2-TZVPD basis set).

Each line ends with the Löwdin charge.
Cartesian coordinates (Å):
O  -16.6819  -14.9840  27.4245  -0.080
H  -16.8112  -14.1828  26.8742  -0.002
H  -15.7376  -14.9740  27.6653  -0.002
O  -14.0313  -14.5462  28.3227  -0.041
H  -13.6473  -13.8663  28.8878  0.061
H  -13.5153  -14.5112  27.5076  0.062
O  -18.4038  -16.9836  26.1684  -0.077
H  -18.1369  -17.2727  25.2903  0.023
H  -17.8953  -16.1687  26.3296  -0.010
O  -16.3817  -15.9679  30.8684  -0.055
H  -15.9855  -15.5343  30.1021  0.007
H  -16.1571  -15.4057  31.6171  0.029
O  -17.4063  -12.9774  25.6787  -0.043
H  -17.3928  -12.6914  24.7590  0.060
H  -18.3035  -12.7893  25.9842  0.068

Cartesian forces (eV/Å) of the 6 atoms listed first:
0.2 0.4 -0.3
0.2 -0.6 0.3
-0.5 0.1 0.0
0.3 0.1 -0.1
-0.1 -0.1 0.0
0.0 -0.1 0.1

Output
* E_HOMO: -10.422 eV
* LUMO level: 0.010 Ha
* structure (SMILES): O.O.O.O.O
* orbital gap: 0.39300 Eh

Entry from OMol25: a 5-piece molecular cluster, H10O5 overall (ωB97M-V with the def2-TZVPD basis set).

Each line ends with the Löwdin charge.
Cartesian coordinates (Å):
O  -0.9989  2.8030  1.5242  -0.055
H  -0.1825  3.2811  1.3355  0.038
H  -1.4112  3.3003  2.2390  0.035
O  1.2289  1.7862  -2.2536  -0.088
H  1.0240  1.2600  -1.4492  -0.014
H  1.8647  1.2538  -2.7395  0.021
O  0.7075  0.1794  -0.0234  -0.050
H  0.5475  0.6946  0.7783  0.047
H  0.6782  -0.7403  0.2684  0.024
O  -1.6902  -1.3892  -1.9180  -0.054
H  -2.2110  -2.0210  -1.4102  0.030
H  -0.8483  -1.8310  -2.0714  0.029
O  0.2928  -2.4912  1.8921  -0.050
H  -0.2044  -3.3103  1.7875  0.042
H  1.2028  -2.7755  2.0402  0.045

Cartesian forces (eV/Å) of the 6 atoms listed first:
0.2 0.0 0.1
-0.1 0.0 -0.1
0.0 -0.1 -0.1
-0.1 -0.2 0.4
0.1 0.2 -0.6
0.0 0.0 0.0

Output
* E_HOMO: -10.329 eV
* LUMO level: 0.010 Ha
* structure (SMILES): O.O.O.O.O
* orbital gap: 0.38949 Eh

Number 1: molecular weight 138.2 g mol⁻¹. Number 2: molecular weight 90.1 g mol⁻¹. Number 3: molecular weight 90.1 g mol⁻¹. Number 4: molecular weight 90.1 g mol⁻¹.